DFT (the ωB97M-V functional and the def2-TZVPD basis) results for C48H33Cl5N5OZn as an isolated structure.

Each line ends with the Mulliken charge.
Cartesian coordinates (Å):
Zn1 -0.36484 0.19531 0.36332  -0.468
Cl1 -4.79244 2.98261 -7.07348  -0.244
C1 -4.28904 2.46091 -5.49738  0.391
C2 -5.10184 1.61421 -4.76408  -0.976
C3 -4.67844 1.16691 -3.52358  -0.064
C4 -3.43754 1.54581 -3.01828  -0.113
C5 -2.66004 2.43751 -3.76158  -0.231
C6 -3.07634 2.89901 -4.99178  -0.965
C7 -2.82114 1.05301 -1.77488  1.061
C8 -2.36724 2.01631 -0.87348  0.238
C9 -2.85364 3.37361 -0.81988  -1.305
C10 -2.32594 3.93161 0.29292  -1.355
C11 -1.47094 2.93001 0.88102  0.042
C12 -0.69514 3.11121 2.03012  1.271
C13 -1.00354 4.28011 2.87952  -0.813
C14 -1.82354 4.08111 3.98492  0.232
C15 -2.17544 5.14111 4.80002  -0.990
C16 -1.68544 6.40081 4.49972  0.497
Cl2 -2.12724 7.73681 5.52052  -0.250
C17 -0.86124 6.61841 3.40822  -0.971
C18 -0.52024 5.55051 2.59762  0.409
C19 0.31266 2.25181 2.45592  0.231
N1 0.64616 1.07941 1.86072  0.087
C20 1.79506 0.65581 2.42342  0.579
C21 2.43906 -0.56179 2.13322  1.018
C22 3.82476 -0.69699 2.59772  0.074
C23 4.73676 0.32611 2.32112  -0.188
C24 6.05996 0.22811 2.69652  -1.013
C25 6.48756 -0.90339 3.36902  0.342
Cl3 8.16246 -1.05459 3.79382  -0.241
C26 5.59396 -1.90299 3.71402  -1.023
C27 4.27106 -1.79679 3.32752  -0.295
C28 1.80846 -1.60729 1.44152  0.624
C29 2.33736 -2.92829 1.22022  -1.417
C30 1.34716 -3.65579 0.64292  -1.412
C31 0.23806 -2.76559 0.44672  0.501
N2 0.55246 -1.53629 0.92112  -0.366
C32 -0.92404 -3.12139 -0.24688  0.629
C33 -1.82514 -2.21429 -0.82398  0.169
C34 -2.84124 -2.54809 -1.78228  -1.239
C35 -3.28384 -1.37499 -2.30608  -1.266
C36 -2.61094 -0.32439 -1.59988  0.470
N3 -1.75194 -0.86469 -0.69698  0.086
C37 -1.16734 -4.55509 -0.47528  -0.005
C38 -1.31464 -5.41649 0.61152  -0.289
C39 -1.65664 -6.74259 0.42752  -0.906
C40 -1.85954 -7.21659 -0.85838  0.348
Cl4 -2.34864 -8.86349 -1.09578  -0.239
C41 -1.67004 -6.39699 -1.95818  -1.092
C42 -1.31004 -5.07799 -1.75948  -0.151
C43 2.20446 1.58041 3.44802  -1.296
C44 1.26346 2.55651 3.48952  -1.473
N4 -1.53774 1.78671 0.17052  0.508
H1 -6.05674 1.30681 -5.16398  0.407
H2 -5.32964 0.53061 -2.94248  0.627
H3 -1.70824 2.74771 -3.35898  0.586
H4 -2.46094 3.58181 -5.55568  0.429
H5 -3.54274 3.81941 -1.51308  0.510
H6 -2.44804 4.93391 0.65892  0.464
H7 -2.19034 3.08761 4.19922  0.514
H8 -2.81644 4.99171 5.65702  0.390
H9 -0.48824 7.61041 3.20012  0.420
H10 0.11456 5.66831 1.73052  0.381
H11 4.39356 1.20531 1.80052  0.499
H12 6.74966 1.02911 2.48522  0.422
H13 5.93476 -2.75459 4.28232  0.413
H14 3.56106 -2.55329 3.62482  0.637
H15 3.32796 -3.27019 1.46182  0.687
H16 1.38346 -4.68179 0.32422  0.565
H17 -3.17954 -3.53269 -2.04128  0.693
H18 -4.01234 -1.26229 -3.08608  0.565
H19 -1.17284 -5.03279 1.61142  0.480
H20 -1.77974 -7.40099 1.27442  0.406
H21 -1.81104 -6.78219 -2.95708  0.409
H22 -1.13094 -4.44069 -2.61248  0.725
H23 3.06906 1.47781 4.07842  0.544
H24 1.22536 3.41711 4.13202  0.493
C45 0.59666 -1.55559 -3.30728  -0.946
N5 1.86176 -1.27719 -2.66098  0.413
C46 3.03366 -1.96199 -3.14438  -1.061
C47 1.87746 -0.32249 -1.70648  0.597
C48 3.19996 0.01051 -1.07058  -1.622
O1 0.84226 0.24481 -1.37618  -0.227
H25 0.59016 -2.57499 -3.68788  0.295
H26 0.41026 -0.85649 -4.12698  0.286
H27 -0.19214 -1.43029 -2.56798  0.332
H28 2.72686 -2.93409 -3.53058  0.324
H29 3.74406 -2.11959 -2.33388  0.386
H30 3.52186 -1.41139 -3.95768  0.286
H31 3.94066 0.29821 -1.81308  0.591
H32 3.56646 -0.84489 -0.50628  0.354
H33 3.03426 0.83481 -0.38158  0.255
Cl5 0.76666 4.33981 -0.18718  -0.684

E	-170845.781	eV
2S+1	1
strongest force on any atom	0.844	eV/Å
highest occupied orbital energy	-3.98	eV
charge	-1